20
Properties=species:S:1:pos:R:3:forces:R:3:mulliken_charge:R:1 method="wB97M-V/def2-TZVPD" homo_ev="-6.666 / -8.210" multiplicity=3 largest_force_ev_per_a=7.72 total_energy_ha=-3294.41738
I -3.314 -1.073 0.066 0.7 0.5 -0.5 0.144
Br -2.418 2.072 0.619 0.3 0.5 0.2 -0.085
O -1.447 -0.399 -2.382 0.8 -2.5 -2.7 -0.327
C 1.580 -0.416 2.165 -0.1 1.9 0.5 -0.407
C 0.443 -1.327 -0.144 1.8 1.0 2.9 -0.655
C -2.072 0.587 -0.431 0.7 -0.9 -3.0 -0.421
C 0.021 -0.202 0.502 -0.8 0.5 -1.0 0.619
C 1.529 -1.980 0.378 0.0 1.3 0.6 -0.657
C -0.710 1.972 -1.999 -3.1 -1.2 -6.1 -1.373
C -1.359 0.625 -1.733 -3.6 2.8 6.2 1.092
C 0.556 0.364 1.589 2.0 -3.8 -0.2 -0.865
C 2.128 -1.472 1.504 -2.2 0.9 -0.4 -0.572
H -1.529 2.673 -1.815 0.6 0.2 0.0 0.434
H 0.105 2.038 -1.443 3.6 0.7 2.7 0.383
H -0.415 2.001 -3.153 -0.6 0.1 2.5 0.316
H -0.076 -1.664 -0.909 -2.2 -1.8 -3.7 0.645
H 0.170 1.146 2.070 -1.5 3.2 1.8 0.477
H 1.943 -0.106 3.134 0.4 0.0 0.1 0.347
H 2.893 -1.981 1.912 2.6 -1.6 1.4 0.473
H 1.971 -2.857 0.069 0.4 -1.9 -1.5 0.432